DFT (ωB97M-V with the def2-TZVPD basis set) results for a molecular structure, C48H59BrMoN2O5P at a distorted geometry.

Geometry (Å):
Mo 15.200 12.037 11.792
O 17.842 8.673 7.403
C 17.242 9.200 8.481
C 17.765 9.278 9.761
C 17.047 10.023 10.683
N 15.897 10.669 10.380
C 15.359 10.462 9.161
Br 13.765 11.322 8.554
C 15.957 9.791 8.237
H 18.817 8.482 7.575
H 18.608 8.676 10.041
H 17.320 10.144 11.684
H 15.494 9.570 7.248
C 10.087 9.898 16.876
C 11.421 10.093 16.294
C 12.544 10.464 17.329
O 11.855 8.908 15.635
C 12.698 9.220 14.556
C 12.472 10.793 14.406
O 11.354 11.004 15.184
C 12.255 11.533 13.044
O 13.595 11.431 12.411
C 11.917 13.016 13.068
C 11.252 13.586 12.001
C 10.855 14.923 12.102
C 10.954 15.669 13.287
C 11.648 15.032 14.342
C 12.047 13.723 14.267
C 11.147 10.748 12.304
C 11.426 9.907 11.242
C 10.398 9.233 10.611
C 9.099 9.506 10.929
C 8.790 10.414 11.940
C 9.808 11.036 12.632
C 12.701 8.196 13.498
O 16.337 12.140 12.976
C 13.930 7.981 12.842
C 13.764 7.367 11.579
C 14.841 6.755 10.936
C 16.070 6.767 11.630
C 16.263 7.463 12.853
C 15.189 7.977 13.447
C 11.600 7.364 13.249
C 11.839 5.992 13.327
C 10.802 5.062 13.152
C 9.533 5.497 13.077
C 9.264 6.896 13.252
C 10.229 7.811 13.348
H 9.986 8.863 17.381
H 9.350 9.985 16.122
H 9.809 10.532 17.728
H 12.163 9.871 18.189
H 12.508 11.563 17.536
H 13.553 10.208 16.991
H 13.753 9.168 14.900
H 13.346 11.348 14.811
H 10.936 12.981 11.130
H 10.218 15.303 11.273
H 10.559 16.656 13.325
H 11.848 15.510 15.307
H 12.467 13.207 15.130
H 12.420 9.683 10.997
H 10.649 8.487 9.843
H 8.369 8.964 10.355
H 7.769 10.602 12.114
H 9.598 11.631 13.523
H 12.790 7.229 11.077
H 14.750 6.129 10.071
H 16.928 6.212 11.312
H 17.252 7.430 13.302
H 15.224 8.391 14.419
H 12.816 5.574 13.384
H 11.082 3.939 13.302
H 8.728 4.772 13.070
H 8.286 7.309 13.281
H 10.054 8.841 13.317
C 16.210 17.359 12.368
C 15.618 15.894 12.343
C 15.917 14.977 13.554
C 14.021 16.004 12.343
P 16.010 15.025 10.669
N 15.190 13.477 10.807
C 17.902 14.787 10.485
C 18.276 13.378 9.965
C 18.381 16.030 9.661
C 18.610 14.991 11.786
C 15.125 15.541 9.125
C 13.578 15.257 9.257
C 15.468 16.984 8.777
C 15.600 14.598 8.039
H 15.569 17.886 13.088
H 15.991 17.846 11.395
H 17.227 17.407 12.642
H 15.702 15.659 14.356
H 16.960 14.619 13.585
H 15.315 14.108 13.582
H 13.686 16.339 13.332
H 13.351 15.154 12.076
H 13.774 16.846 11.555
H 18.115 12.648 10.804
H 19.416 13.380 9.782
H 17.877 13.029 9.006
H 19.474 16.043 9.571
H 18.042 16.852 10.231
H 18.143 15.917 8.631
H 18.324 14.118 12.480
H 18.368 15.895 12.332
H 19.650 15.006 11.527
H 13.030 15.180 8.348
H 13.148 16.006 9.994
H 13.503 14.173 9.697
H 15.260 17.130 7.753
H 16.488 17.381 8.831
H 14.779 17.520 9.411
H 15.379 13.578 8.270
H 16.649 14.749 7.696
H 15.045 14.753 7.123

Summary:
Electronic energy ... -5332.73706 Eh
Maximum force ... 5.94 eV Å⁻¹
Gap between HOMO and LUMO (spin up / spin down) ... 6.61 / 6.61 eV
Net charge ... +3
E_HOMO (spin up / spin down) ... -15.71 / -15.71 eV

---

DFT (ωB97M-V with the def2-TZVPD basis set) results for 12 unconnected molecules or ions with the total composition C48H60N12 at a distorted geometry.

Geometry (Å):
N -0.329 -0.159 -1.234
C -0.511 1.195 -1.233
C -0.030 1.640 0.015
C 0.396 0.573 0.759
C 0.370 -0.517 -0.076
H -0.658 -0.768 -1.970
H -1.095 1.737 -1.962
H -0.078 2.669 0.340
H 0.671 0.546 1.803
H 0.683 -1.551 -0.076
N 2.036 -1.411 4.592
C 2.742 -0.750 3.664
C 4.062 -0.922 3.819
C 4.223 -1.595 4.944
C 2.995 -2.022 5.373
H 1.037 -1.314 4.699
H 2.208 -0.114 2.974
H 4.839 -0.528 3.181
H 5.174 -1.877 5.371
H 2.822 -2.483 6.334
N -2.783 -2.496 -2.504
C -3.139 -1.243 -2.909
C -2.300 -0.741 -3.987
C -1.391 -1.808 -4.206
C -1.717 -2.857 -3.314
H -3.200 -3.030 -1.754
H -4.041 -0.886 -2.435
H -2.330 0.197 -4.521
H -0.580 -1.820 -4.919
H -1.225 -3.812 -3.203
N -5.307 3.940 -1.200
C -5.628 5.061 -0.592
C -4.459 5.796 -0.394
C -3.473 4.975 -1.047
C -4.014 3.821 -1.536
H -5.969 3.181 -1.264
H -6.620 5.283 -0.228
H -4.273 6.698 0.170
H -2.423 5.229 -1.048
H -3.513 2.929 -1.885
N 3.008 -4.300 2.632
C 3.053 -5.558 2.047
C 3.080 -5.351 0.660
C 3.085 -3.982 0.440
C 2.996 -3.263 1.632
H 3.049 -4.086 3.618
H 3.042 -6.478 2.612
H 3.082 -5.985 -0.215
H 3.031 -3.473 -0.511
H 2.882 -2.209 1.836
N 4.434 -0.467 -3.933
C 4.862 -1.763 -4.043
C 4.034 -2.548 -3.219
C 3.153 -1.740 -2.579
C 3.301 -0.488 -3.171
H 4.875 0.310 -4.406
H 5.691 -1.830 -4.732
H 4.070 -3.621 -3.106
H 2.381 -2.016 -1.875
H 2.923 0.455 -2.807
N -0.255 6.134 1.319
C 0.607 6.500 2.224
C 0.622 5.537 3.279
C -0.161 4.538 2.927
C -0.680 4.885 1.691
H -0.485 6.671 0.495
H 1.127 7.442 2.131
H 1.138 5.401 4.218
H -0.231 3.600 3.459
H -1.322 4.359 0.999
N -2.979 -0.197 6.207
C -2.951 1.086 5.704
C -2.263 1.243 4.535
C -1.850 -0.120 4.254
C -2.418 -0.971 5.235
H -3.426 -0.485 7.066
H -3.554 1.838 6.189
H -2.041 2.111 3.933
H -1.162 -0.291 3.439
H -2.343 -2.041 5.358
N 1.182 6.872 -2.291
C 2.011 6.169 -1.510
C 1.402 4.905 -1.344
C 0.217 4.878 -2.034
C 0.107 6.129 -2.669
H 1.460 7.771 -2.657
H 3.002 6.544 -1.298
H 1.770 4.029 -0.832
H -0.557 4.126 -2.083
H -0.659 6.506 -3.330
N -2.217 -4.567 3.983
C -0.935 -4.833 3.610
C -0.497 -3.888 2.681
C -1.634 -3.224 2.207
C -2.728 -3.700 2.992
H -2.747 -4.847 4.796
H -0.426 -5.503 4.287
H 0.468 -3.597 2.293
H -1.620 -2.509 1.398
H -3.768 -3.530 2.757
N 0.166 2.451 -4.482
C 0.537 1.630 -5.442
C -0.246 1.823 -6.518
C -1.202 2.820 -6.209
C -0.874 3.171 -4.925
H 0.578 2.423 -3.560
H 1.342 0.933 -5.262
H -0.140 1.264 -7.436
H -1.877 3.276 -6.917
H -1.357 3.848 -4.236
N -0.508 -5.636 -0.121
C 0.322 -4.977 -1.035
C 0.782 -5.880 -1.936
C 0.232 -7.130 -1.646
C -0.548 -6.926 -0.433
H -0.676 -5.288 0.812
H 0.420 -3.904 -0.956
H 1.316 -5.636 -2.842
H 0.373 -8.054 -2.187
H -1.047 -7.555 0.290

Summary:
Relative energy (zero: lowest compared OMol25 entry of this formula, charge and spin) ... 2.4688 eV
Electronic energy ... -2521.82544 Eh
Maximum force ... 4.75 eV Å⁻¹
Gap between HOMO and LUMO (spin up / spin down) ... 1.35 / 7.05 eV
Net charge ... -1
Spin multiplicity ... 2
E_HOMO (spin up / spin down) ... 0.48 / -5.22 eV